Formula: C19H24ClN4O5P2S2Tc
Source: OMol25
Level of theory: wB97M-V/def2-TZVPD

Computed properties:
* ⟨S²⟩: 3.789
* lowest unoccupied orbital energy (alpha / beta): -0.1282 / -0.2029 hartree

Geometry as ORCA input:
```
! wB97M-V def2-TZVPD RIJCOSX def2/J DEFGRID3
* xyz 1 4
Tc -0.182 0.142 -0.337
S -1.624 -1.698 -0.096
C -0.187 -2.668 -0.304
S 1.216 -1.681 -0.627
C -0.158 -4.018 -0.222
C -1.363 -4.743 0.063
N -2.343 -5.303 0.274
C 1.077 -4.727 -0.395
N 2.072 -5.290 -0.513
C 0.302 -1.614 2.734
P 0.122 0.043 2.038
C -1.267 0.781 2.925
C 1.624 0.929 2.519
C 2.158 0.761 3.795
C 3.348 1.381 4.136
C 4.010 2.166 3.202
C 3.475 2.353 1.937
C 2.274 1.741 1.587
P 1.450 2.038 -0.006
C 0.550 3.595 0.250
C 2.754 2.467 -1.173
H 0.358 -1.547 3.821
H 1.206 -2.081 2.349
H -0.564 -2.214 2.462
H -1.043 0.787 3.993
H -2.166 0.191 2.745
H -1.442 1.800 2.586
H 1.660 0.135 4.524
H 3.765 1.241 5.124
H 4.950 2.635 3.459
H 4.008 2.973 1.229
H 1.218 4.320 0.718
H -0.323 3.444 0.883
H 0.223 3.971 -0.720
H 3.307 3.318 -0.771
H 2.299 2.743 -2.119
H 3.423 1.625 -1.338
N -1.869 1.412 -0.229
C -2.654 1.820 -0.993
N -3.520 2.281 -1.815
C -3.336 3.566 -2.539
C -3.390 3.287 -4.030
O -4.572 2.586 -4.365
C -4.593 1.306 -3.766
C -4.666 1.441 -2.257
H -2.379 3.993 -2.249
H -4.148 4.225 -2.231
H -2.510 2.718 -4.342
H -3.412 4.231 -4.572
H -3.702 0.734 -4.052
H -5.479 0.789 -4.131
H -4.607 0.477 -1.756
H -5.580 1.954 -1.956
O 1.467 0.712 -3.201
Cl 0.094 1.102 -3.339
O -0.372 1.034 -4.676
O -0.120 2.419 -2.758
O -0.734 0.138 -2.503
*
```



Formula: C6H17N4
Source: OMol25
Level of theory: wB97M-V/def2-TZVPD

Computed properties:
* lowest unoccupied orbital energy: -0.1543 hartree

Geometry as ORCA input:
```
! wB97M-V def2-TZVPD RIJCOSX def2/J DEFGRID3
* xyz 1 1
C -0.264 3.797 -1.590
C -2.080 -2.349 0.766
C 0.232 2.753 -0.566
C -0.342 1.254 -0.625
C 0.326 0.456 0.450
C 1.792 0.387 0.347
N -0.747 -2.221 0.302
N 2.475 -0.054 1.362
N -0.142 -4.363 -0.105
N 0.090 -3.028 -0.048
H -1.368 3.830 -1.651
H 0.031 4.666 -1.177
H 0.259 3.641 -2.467
H -2.270 -1.588 1.626
H -2.387 -3.325 1.296
H -2.813 -2.148 -0.060
H 0.149 3.238 0.403
H 1.301 2.576 -0.673
H 0.074 0.755 -1.630
H -1.393 1.281 -0.688
H 0.047 -0.610 0.444
H -0.037 0.817 1.439
H 2.181 0.818 -0.527
H 1.858 -0.325 2.127
H 3.365 -0.391 1.628
H 0.707 -5.025 -0.490
H -1.045 -4.844 0.106
*
```



Formula: C3H8NOS
Source: OMol25
Level of theory: wB97M-V/def2-TZVPD

Computed properties:
* lowest unoccupied orbital energy: 0.1226 hartree
* SMILES string: N[C@H](C[O-])CS

Geometry as ORCA input:
```
! wB97M-V def2-TZVPD RIJCOSX def2/J DEFGRID3
* xyz -1 1
N 1.279 -0.681 -0.264
C 0.246 0.362 -0.287
C 0.908 1.761 0.343
O 2.163 1.615 0.697
C -1.033 -0.013 0.458
S -1.803 -1.446 -0.408
H 2.090 -0.087 0.068
H 1.216 -1.229 0.595
H 0.068 0.567 -1.346
H 0.083 2.082 1.079
H 0.645 2.508 -0.447
H -1.766 0.782 0.358
H -0.865 -0.266 1.503
H -0.668 -1.881 -0.940
*
```



Formula: C7H9ClO
Source: OMol25
Level of theory: wB97M-V/def2-TZVPD

Computed properties:
* ⟨S²⟩: 2.007
* lowest unoccupied orbital energy (alpha / beta): 0.0263 / -0.0717 hartree

Geometry as ORCA input:
```
! wB97M-V def2-TZVPD RIJCOSX def2/J DEFGRID3
* xyz 0 3
C -0.688 -0.516 0.065
C -0.163 -1.845 0.511
C -2.909 0.995 -2.860
C -2.939 1.845 -2.015
C 0.095 0.439 0.532
C 1.226 -0.153 1.318
C 2.598 0.228 0.753
O 1.013 -1.563 1.250
Cl -2.900 2.957 -0.818
H -1.571 -0.417 -0.539
H 0.081 -2.500 -0.337
H -0.883 -2.373 1.154
H -2.930 0.292 -3.637
H 0.002 1.500 0.390
H 1.180 0.153 2.376
H 3.362 -0.393 1.210
H 2.810 1.273 0.971
H 2.617 0.078 -0.324
*
```



Formula: C19H55O22P5
Source: OMol25
Level of theory: wB97M-V/def2-TZVPD

Computed properties:
* lowest unoccupied orbital energy: 0.0175 hartree
* SMILES string: COP(=O)(OC)OC.COP(=O)(OC)OC.COP(=O)(OC)OC.COP(=O)(OC)OC.COP(=O)(OC)OC.COCCOC

Geometry as ORCA input:
```
! wB97M-V def2-TZVPD RIJCOSX def2/J DEFGRID3
* xyz 0 1
C -5.159 -5.442 -11.087
O -3.952 -5.052 -11.748
P -3.260 -6.129 -12.745
O -4.072 -6.829 -13.806
O -1.968 -5.344 -13.413
C -1.204 -4.409 -12.614
O -2.477 -7.036 -11.634
C -3.112 -8.282 -11.287
H -4.995 -5.536 -10.013
H -5.593 -6.411 -11.336
H -5.753 -4.536 -11.206
H -0.270 -4.264 -13.157
H -0.993 -4.637 -11.569
H -1.577 -3.387 -12.550
H -3.965 -8.524 -11.921
H -3.518 -8.105 -10.291
H -2.415 -9.103 -11.457
C -14.487 -6.683 -6.725
O -13.265 -7.218 -7.280
P -12.106 -6.331 -7.935
O -12.480 -4.883 -8.040
O -11.904 -7.068 -9.424
C -11.641 -8.484 -9.448
O -10.774 -6.787 -7.112
C -10.398 -6.204 -5.923
H -15.312 -7.158 -7.255
H -14.420 -5.609 -6.899
H -14.604 -6.860 -5.656
H -12.266 -8.810 -10.279
H -11.966 -9.050 -8.575
H -10.568 -8.540 -9.630
H -10.280 -5.126 -6.033
H -9.366 -6.470 -5.692
H -10.985 -6.446 -5.037
C -12.292 -7.383 -13.141
O -12.486 -7.126 -14.545
P -13.371 -5.913 -14.995
O -13.739 -4.884 -13.965
O -14.666 -6.603 -15.659
C -14.629 -7.974 -16.248
O -12.661 -5.329 -16.311
C -11.658 -4.372 -16.295
H -13.180 -7.633 -12.560
H -11.999 -6.420 -12.723
H -11.564 -8.089 -12.742
H -14.141 -8.777 -15.695
H -14.421 -7.979 -17.317
H -15.622 -8.421 -16.202
H -11.900 -3.695 -17.115
H -10.637 -4.723 -16.440
H -11.782 -3.608 -15.527
C -7.670 0.600 -7.741
O -8.105 0.435 -9.111
P -8.668 -1.022 -9.463
O -7.710 -2.170 -9.211
O -10.098 -1.214 -8.689
C -10.666 -2.580 -8.699
O -9.164 -0.918 -10.979
C -9.972 0.209 -11.372
H -7.830 -0.286 -7.128
H -8.222 1.359 -7.186
H -6.584 0.694 -7.750
H -11.585 -2.501 -8.119
H -10.033 -3.308 -8.189
H -10.991 -2.962 -9.666
H -10.770 -0.160 -12.016
H -9.371 0.838 -12.028
H -10.410 0.727 -10.518
C -6.855 -6.574 -15.420
O -7.938 -6.236 -16.365
P -8.276 -7.399 -17.515
O -8.204 -8.807 -17.012
O -9.841 -7.123 -17.842
C -10.880 -7.791 -17.110
O -7.513 -7.028 -18.867
C -7.756 -5.749 -19.454
H -6.673 -7.637 -15.261
H -6.994 -6.195 -14.407
H -5.881 -6.177 -15.708
H -10.572 -7.851 -16.066
H -10.776 -8.864 -17.272
H -11.946 -7.569 -17.175
H -8.775 -5.371 -19.378
H -7.698 -5.758 -20.543
H -7.110 -4.925 -19.153
C -6.922 -8.317 -8.997
O -7.471 -7.761 -10.189
C -8.160 -6.473 -10.011
C -9.015 -5.873 -11.045
O -8.321 -5.048 -11.891
C -9.092 -4.589 -12.986
H -6.273 -9.151 -9.264
H -7.712 -8.625 -8.312
H -6.462 -7.560 -8.362
H -7.514 -5.673 -9.650
H -8.874 -6.523 -9.189
H -9.751 -5.261 -10.522
H -9.509 -6.709 -11.538
H -8.954 -5.233 -13.854
H -8.817 -3.557 -13.204
H -10.152 -4.589 -12.729
*
```



Formula: C3H4N2O2
Source: OMol25
Level of theory: wB97M-V/def2-TZVPD

Computed properties:
* lowest unoccupied orbital energy: 0.0202 hartree
* SMILES string: Oc1c[nH]c(O)n1

Geometry as ORCA input:
```
! wB97M-V def2-TZVPD RIJCOSX def2/J DEFGRID3
* xyz 0 1
O 2.247 0.670 -0.134
C 1.021 0.149 -0.007
C 0.700 -1.159 -0.086
N -0.709 -1.228 0.102
C -1.052 0.175 0.354
O -2.315 0.651 0.280
N -0.044 0.977 0.270
H 2.186 1.576 0.194
H 1.429 -1.948 0.057
H -1.216 -1.326 -0.770
H -2.246 1.462 -0.259
*
```



Formula: C2H8CdClO2
Source: OMol25
Level of theory: wB97M-V/def2-TZVPD

Computed properties:
* ⟨S²⟩: 0.756
* lowest unoccupied orbital energy (alpha / beta): -0.4521 / -0.4817 hartree

Geometry as ORCA input:
```
! wB97M-V def2-TZVPD RIJCOSX def2/J DEFGRID3
* xyz 2 2
Cd 21.087 -6.900 6.158
Cl 19.560 -7.656 4.528
C 17.637 -4.603 3.123
O 16.963 -5.847 3.524
H 16.754 -3.966 3.063
H 18.227 -4.413 4.020
H 18.171 -4.601 2.173
H 17.603 -6.459 3.894
C 19.683 -8.278 0.453
O 20.591 -8.517 1.524
H 20.376 -7.907 -0.301
H 19.232 -9.216 0.131
H 18.853 -7.655 0.789
H 20.103 -8.456 2.348
*
```



Formula: C3H2N2OS
Source: OMol25
Level of theory: wB97M-V/def2-TZVPD

Computed properties:
* lowest unoccupied orbital energy: -0.0238 hartree
* SMILES string: S=c1ncocn1

Geometry as ORCA input:
```
! wB97M-V def2-TZVPD RIJCOSX def2/J DEFGRID3
* xyz 0 1
S 2.833 -0.781 -0.071
C 1.259 -0.350 -0.026
N 0.530 -0.179 -1.223
C -0.686 0.168 -1.124
O -1.371 0.378 0.032
C -0.619 0.209 1.156
N 0.595 -0.136 1.186
H -1.338 0.324 -1.993
H -1.202 0.366 2.064
*
```



Calculated energy (Ha), listed in the same order as above: -3353.24510; -457.44110; -647.26974; -807.26966; -4119.24729; -376.68216; -858.53542; -698.42076